(1)
A cluster of 14 separate species, C50H123N5O14 in total in a non-equilibrium geometry, computed with the ωB97M-V functional and the def2-TZVPD basis.

Structure (XYZ):
```
192
Properties=species:S:1:pos:R:3:mulliken_charge:R:1
O 0.5056 -5.0243 -2.2708 -0.61
H 0.7267 0.5449 -0.4936 0.34
C 0.4306 -4.0132 9.4689 -1.89
N -2.7905 5.3393 -4.3981 0.03
H 3.0977 -2.3584 -1.7024 -0.15
H -3.3929 5.0828 -1.7346 0.56
H 4.6088 0.3350 6.4384 0.46
C 5.4465 1.6429 -3.6341 1.53
H -1.3197 7.3795 -5.7856 0.35
H -2.5836 -3.2700 9.1149 0.32
H 1.1715 -1.1889 1.3551 -1.02
H 5.1387 2.8006 4.1648 0.37
H -4.5399 0.1445 -1.7752 0.44
O -1.3090 -4.5638 0.2106 -0.79
H 1.3700 -3.5073 9.6918 0.41
H 2.2336 -4.2386 -1.0657 0.24
C -0.5903 -3.4982 5.8087 1.25
H 4.1859 -2.6758 3.1064 0.56
C 0.1903 -1.6287 1.1764 -1.02
H -0.6891 4.7821 -6.2293 0.44
H -0.8287 3.5837 -2.2602 -0.53
H 2.1236 0.3924 -3.1321 0.12
H 0.4032 -1.2608 8.5019 0.32
H -0.8659 -4.5546 -0.6378 0.36
H 5.8117 2.4051 1.2860 0.37
H -7.7903 -2.4634 -3.3524 0.29
H -3.5622 1.9631 -4.0438 0.37
H 4.4847 -0.2019 -4.1181 0.44
H -5.1001 3.8883 -4.6718 0.43
H 2.5450 1.3764 -5.2713 0.46
O -1.2008 4.2184 1.5290 -0.61
C -0.8379 5.6599 -2.8191 -1.42
C 3.4977 0.9610 1.2458 -0.65
O -2.7140 -1.8812 1.0749 -0.63
H -0.8502 3.3653 1.2727 0.29
H 6.7250 1.3904 2.3350 0.50
O 1.4691 -2.9708 6.7881 -0.30
H -1.9344 -5.2863 5.9641 0.46
C 0.0168 -4.3514 4.6916 -1.85
H -0.2078 -2.0401 2.1040 0.11
H 0.6702 -5.0642 9.3073 0.38
H 0.2239 5.4808 -2.6501 0.33
H -2.5106 -0.0375 -3.1149 0.12
H 0.3444 -5.3130 5.0866 0.52
C -1.8959 -3.7918 8.4494 -1.03
C -0.3940 -3.2513 8.3697 1.69
O -4.1517 -0.1442 2.7066 -0.42
H -0.5786 -4.5664 3.8043 0.40
C -3.9387 -0.0035 -0.8781 -1.44
H -4.4604 -2.3642 -2.2159 -0.29
H -3.0002 -2.5884 7.0905 0.28
H 1.7629 0.3931 3.1344 0.32
H 2.7534 1.6304 -2.2133 0.13
H 4.8388 -1.4216 4.7838 0.50
H -1.0094 6.6309 -2.3545 0.39
H 1.7344 1.6426 4.3171 0.44
H 4.9760 -1.1524 1.2376 0.25
C 2.6292 2.0371 -4.4084 -1.00
H 3.6705 1.7675 6.2350 0.45
N -2.0326 -1.4490 -0.0270 1.99
C -0.4118 4.7857 -5.1752 -1.27
C 3.4703 0.3655 4.5094 1.89
C 4.6680 0.6889 2.2299 2.43
H 2.8039 0.1213 1.2056 -0.69
H -1.4925 -2.0642 4.4383 0.31
H 0.8866 -3.7998 4.3350 0.19
H -5.3958 -5.3997 -1.1779 0.20
H -3.4929 0.9539 -0.6086 -0.29
H 0.7146 -0.9625 -1.3105 -0.45
H -6.4117 -6.0191 -2.6009 0.44
H 3.1058 1.9632 1.4195 0.61
H 4.6848 -2.8561 -1.1421 0.35
H -6.6987 -2.8764 0.2573 0.27
H -2.9092 2.9169 -5.3294 0.46
C -5.4432 -5.6847 -2.2289 -0.26
H -2.8806 -3.0278 -1.9793 0.10
C -4.5920 -2.1423 -5.2727 -0.16
O -3.2941 5.5034 -5.6981 -0.48
H 3.9077 -3.8287 -2.4652 0.34
H -1.8119 2.5055 -4.1249 -0.28
H 2.9826 5.1787 -4.2725 0.50
H -1.0740 4.7208 -0.9899 0.49
H -5.2095 3.4268 -2.9159 0.34
H 2.2622 4.0766 -6.1933 0.24
H 3.8739 4.5534 -6.3563 0.48
H 0.0536 -3.6362 -3.6971 0.52
H 4.3519 4.9175 -3.4259 0.25
H -5.2466 1.5567 2.6663 0.40
O -6.6821 -3.4847 -0.4816 -0.59
H 1.4216 0.0061 4.8514 0.15
C 2.9068 1.1490 -3.1792 0.34
C -3.2343 4.1512 -3.6548 1.60
C 3.8488 -1.1146 4.4465 -1.40
H 1.5760 2.3048 -4.3246 -0.42
O -4.5325 -6.7861 -2.4434 -0.56
H -1.7127 -1.4882 -2.9980 0.37
H -4.0268 -2.8632 -0.6379 0.61
H 5.9166 -0.8753 2.7148 0.57
C -1.9671 -0.6287 -2.3778 -1.10
N 4.4472 1.1641 3.6530 0.16
H -0.0058 -3.8894 10.4600 0.44
C -2.8374 4.2537 -2.1731 -0.98
H -5.1365 -4.9480 -2.9714 -0.13
H -3.7850 -1.5577 -4.8309 -0.03
C -0.7332 -2.0473 5.2201 -0.60
C 2.0282 0.6033 4.1705 -1.41
H 6.3222 0.8775 0.7962 0.39
C 3.4693 4.3609 -3.7410 -1.65
H 6.1838 4.0191 -4.5426 0.39
H -2.9604 4.7040 -6.1118 0.42
H 3.7968 0.9819 0.1978 -0.01
H -6.7162 -1.4100 -3.5215 0.36
C 0.2792 -3.6886 -2.6320 0.18
H -1.5504 0.4298 2.0683 0.22
H 6.5358 0.2621 -5.0212 0.43
C -0.7578 -0.7294 0.3545 3.09
H -1.2879 1.2845 -1.6955 -0.77
C 3.2729 3.6744 -6.1234 -1.81
H -1.3091 -1.1928 8.3096 0.37
H 0.5879 5.2197 -5.1919 0.30
H 4.5961 -0.0132 -2.3850 0.31
C -2.8913 -1.0575 -1.1494 1.68
H 7.5386 1.4624 -4.1489 0.41
H 3.5644 3.0261 -6.9497 0.45
C 3.6703 0.6989 6.0201 -1.95
C 3.7527 -3.2202 -1.5742 -0.24
H -2.9808 3.4075 -1.5013 -0.12
H -1.7460 -3.7138 0.2624 0.21
H -1.8255 7.6648 -4.1978 0.59
O 3.0882 -4.0171 -0.6886 -0.55
C 5.7929 2.4050 -2.3652 -1.50
H -0.0922 1.0464 1.3800 0.54
H -6.4484 -2.0266 -5.7098 0.30
C -2.8614 2.7721 -4.2501 -0.97
C 3.8640 -1.6373 3.0283 0.69
C 4.3442 0.5119 -3.3064 -1.53
H -3.6801 1.7221 3.5729 0.23
H -4.6444 -3.0993 -4.7535 -0.01
C -4.7904 4.1136 -3.6513 -2.06
H 2.8928 0.3181 6.6823 0.20
H -4.5368 -0.3071 -0.0189 0.22
H -2.6447 -3.9176 5.1709 0.31
C -4.1955 1.2740 2.7234 -0.48
H -0.9392 -1.2847 5.9712 0.33
H -5.0114 -0.4359 2.3945 0.25
C -1.9556 -4.1965 5.9680 -1.13
C 6.6505 0.8323 -4.0994 -1.76
N 5.0175 2.6068 -4.7601 0.11
H 2.0197 -3.7558 6.8342 0.34
H -0.0888 7.4744 -4.4589 0.35
H -0.3962 3.8052 -4.6994 -0.04
H -5.0092 -7.6161 -2.3694 0.29
C -2.6883 -3.6257 7.2125 -0.76
H 2.8895 -1.6434 2.5400 -0.57
C 3.6480 3.1430 -4.7171 1.96
C -1.0720 7.1117 -4.7585 -2.21
H 5.9771 1.6937 -1.5600 0.13
H -1.8826 -4.8307 8.7791 0.42
H -0.2815 -5.5208 -2.5067 0.34
O -5.7955 -1.4674 -5.2826 -0.56
H 1.1735 -3.1184 -2.3808 -0.41
C -1.3498 4.5113 -2.0234 0.62
H -6.6331 -2.9223 -1.2545 0.33
C -1.0493 0.5974 1.1149 -1.52
C -1.3080 5.6514 -4.3413 1.85
O -7.2689 -1.8284 -2.8614 -0.65
H -0.2781 0.5584 -2.9460 0.21
H -0.6582 -1.6218 9.8532 0.43
H -1.6968 1.3456 0.6575 -0.31
C 4.9337 -0.7672 2.2563 -2.02
H 0.4565 -2.4445 0.5043 0.36
H 6.6965 2.9994 -2.5003 0.49
C 0.0511 -0.2376 -0.8390 -0.87
N 0.2436 -3.5836 7.0503 0.10
H 6.8577 0.2045 -3.2327 0.35
H 3.1337 -1.6574 5.0647 0.20
O 6.0057 3.3945 -5.2495 -0.44
C 5.8746 1.3808 1.6531 -2.12
H -5.2070 5.0992 -3.4437 0.48
H 2.8967 4.1953 -2.8284 0.30
H -3.5812 -4.2411 7.3225 0.43
H 4.9863 3.0652 -2.0466 0.31
H 0.2539 -1.9163 4.7766 -0.34
H -3.0690 -1.0611 1.4255 0.20
O 4.3027 2.5471 3.7669 -0.46
H -0.6027 -3.2696 -2.1474 -0.16
H -4.3294 -2.5424 -6.2520 0.43
H -3.7606 1.6622 1.8024 0.05
C -3.6203 -2.3710 -1.5215 -1.28
H -0.4494 4.6874 1.8918 0.30
C -0.5170 -1.7730 8.7830 -1.83
C -0.8028 0.3608 -2.0112 0.51
```

Kohn-Sham gap in eV: 8.3
Highest occupied orbital energy in eV: -8.26
Spin multiplicity: 1



(2)
A structure of composition C40H96F12N2O20PtS4 in a non-equilibrium geometry, computed with the ωB97M-V functional and the def2-TZVPD basis.

Structure (XYZ):
```
175
Properties=species:S:1:pos:R:3:mulliken_charge:R:1
H -3.3034 -7.0924 -4.1429 0.44
H -2.4445 4.0954 3.0178 0.64
C 3.2664 -1.6123 -4.3581 0.68
H -1.6960 -0.1457 3.6066 -0.83
O 1.2439 5.9386 -3.8931 -0.33
H -0.5848 -5.2138 -0.6256 0.19
H -4.2496 1.1485 1.9883 0.29
H 2.7512 -3.2173 4.5828 0.18
C -1.9414 3.1331 2.9643 -0.80
C -2.2728 -5.2715 -3.3805 0.90
H 4.9387 3.8224 1.7792 0.06
S 4.6456 -0.2993 2.0675 1.12
C 1.8538 -2.1432 -4.2251 -0.60
H 2.7525 5.4043 0.2775 0.41
H -1.7762 6.3628 -0.4491 0.33
F 0.2539 -3.4198 1.2238 0.05
O 2.0017 0.7386 4.7274 -0.22
H 0.8451 4.7706 -7.0315 0.41
H 0.0123 1.4625 3.5626 -0.80
F 5.9361 0.1825 -0.2336 -0.25
O 4.1672 -1.5843 1.6844 -0.53
Pt 2.0767 1.7098 1.6065 5.55
S -0.1961 -0.9108 0.4767 0.07
H -2.0385 -1.3074 -4.7223 0.50
F 1.0969 0.6018 -2.6278 0.08
C -0.0650 -6.0429 -0.1945 -1.12
O -0.7346 -1.2743 -0.7562 -0.17
C -4.5039 -4.0225 1.9899 0.19
F 5.3598 2.3641 4.1662 -0.23
S 3.3706 0.6135 4.4490 0.38
F 1.6853 -1.9942 2.0469 0.17
H -4.7020 -5.9839 0.9009 0.51
C -1.1173 6.2349 -1.3340 0.46
H 3.2557 -6.3973 2.1311 0.36
O 3.6377 -5.9140 2.9007 -0.72
H 4.4420 5.3833 -0.0584 0.51
C -4.5986 0.6899 1.0571 -0.61
H 1.1111 3.7921 4.4235 0.08
O 0.2381 6.1561 -0.8611 -0.47
O 4.1259 -0.4790 4.9942 -0.55
H 1.0254 3.6745 -5.5834 0.16
C 4.0886 4.4404 1.8533 0.76
H -1.7035 -3.9059 -4.8039 0.43
O -3.3852 0.9166 -2.5786 -0.56
C 3.4570 -4.0131 4.3433 -1.54
H 1.6936 -6.6944 -2.2472 0.38
H 1.5064 -2.0269 -3.1987 -0.23
C -0.4543 3.3438 3.0004 0.56
H -1.7037 -3.1745 -3.2374 -0.01
H -3.9376 2.8308 -0.6524 -0.01
C -3.9499 -5.2264 1.1697 -1.23
C -5.4855 1.6170 0.2721 0.17
O -4.8980 -4.4647 3.2854 -0.58
H -0.4718 -1.6480 5.8511 0.65
H 4.3849 -3.5840 4.0147 0.31
N 3.3958 0.5414 2.8417 -1.33
C -1.4808 4.9555 -2.1326 0.40
H 2.3510 4.7159 -6.0987 0.32
O 5.8685 -0.1824 2.8676 -0.66
H -3.1946 -2.5245 1.1980 0.11
H -5.3297 -3.5497 1.4572 0.25
O -0.6222 0.9621 5.0180 -0.35
H 1.6998 -4.9817 0.2777 -1.11
H 0.3382 -1.3203 4.2859 0.12
O 1.9999 -6.9635 0.6246 -0.55
H -0.2642 4.9431 4.4956 0.48
C 4.3854 5.5402 2.8039 -1.50
H -0.3698 5.6329 -5.0172 0.18
H 3.8069 -2.9550 -5.7753 0.37
O 3.8492 -2.0042 -5.5942 -0.60
H -5.3419 -5.2957 3.1162 0.34
H 5.0861 6.2447 2.3530 0.43
C -4.7698 2.9421 0.0352 -0.90
H -2.1712 2.6775 2.0064 -0.21
C 4.3858 2.1228 4.9860 0.73
C 1.2539 4.6618 -6.0331 -1.26
H -0.8130 4.8719 -2.9711 -0.59
C -4.4232 -0.3933 -4.3114 -1.59
H -1.7906 0.4374 -4.5075 0.54
H 1.1959 -1.5346 -4.8706 0.17
H -2.2493 -6.2963 -5.2577 0.37
O -5.9767 1.0735 -0.9410 -0.64
H 3.1003 -5.8815 -1.4691 0.46
C 4.1186 -1.9366 -3.1422 -0.91
C -2.2970 -3.8418 -3.8989 -1.10
C 3.6427 4.8235 0.4160 -1.48
O -2.9850 -5.3027 -2.0843 -0.49
H 2.6899 -4.2046 2.3236 -0.63
H 0.9018 -5.9011 2.9069 0.12
C 0.8259 7.1291 -5.9745 -1.47
H 0.8220 -4.4930 4.0520 0.02
C 1.4543 -5.9070 -0.2153 2.06
H 0.4311 7.9647 -5.3981 0.34
H 0.8308 5.9907 -1.5833 0.29
H 1.7831 -3.1833 -4.5810 0.62
H -1.4246 4.0660 -1.5055 -0.56
H -2.9665 -6.1833 -1.7296 0.32
H -4.4899 -1.3821 -4.7633 0.35
C -3.3104 -0.3372 -3.2551 1.39
H -4.1936 0.3833 -5.0421 0.39
N 0.7358 0.3898 0.2442 -1.02
H 3.4980 6.0593 3.1148 0.38
C 0.9433 -2.3089 1.0337 -1.10
H -1.2225 -5.5707 -3.3325 -0.02
H -2.5387 5.0611 -2.4214 0.52
H -0.6819 7.3970 -3.0900 0.01
H -0.0132 0.6331 5.6847 0.32
H -1.1447 -2.2435 4.3012 0.17
H -4.3746 3.2857 0.9825 0.34
C -2.6747 -0.2891 5.5370 -1.75
H -3.1696 -5.7284 1.7233 0.44
H -2.3324 2.4750 3.7600 0.02
H -3.3408 -1.1286 5.2473 0.35
F 3.5450 3.1261 5.1337 -0.26
H 1.5985 -5.9356 4.5948 0.40
C 2.7601 -4.8038 3.2276 1.86
F 5.3141 1.9068 0.9413 -0.33
C -3.4913 -2.9002 2.1583 -0.43
H -0.2034 3.8333 2.0814 0.36
H -2.4007 -0.4737 6.5965 0.36
H -3.3030 0.5772 5.4524 0.39
C 1.4242 -5.3107 3.6818 -0.85
C 4.9857 0.6894 0.5588 0.29
H -5.1035 -0.2356 1.3616 0.24
F 4.9397 1.8506 6.1219 -0.23
O -1.3844 1.5209 -0.8445 0.33
H -6.3190 1.8344 0.9408 0.41
F 2.1344 2.2983 -1.8255 -0.17
H -1.2370 8.3753 -1.7742 0.40
H -0.4154 3.3014 5.1041 0.21
H -2.5705 0.9964 -2.0849 0.11
O 3.0327 3.4967 2.4521 -0.38
C 0.7179 5.8020 -5.2307 0.71
C 0.9640 1.7781 -2.1047 0.08
H -3.5836 -4.8021 0.2259 0.10
O 0.1713 1.9799 2.7234 0.69
H 1.8492 -7.8147 0.2131 0.30
H -2.6281 -3.2213 2.7430 0.12
C 2.0224 -5.8818 -1.6113 -1.48
H 3.5055 3.8838 -0.0838 0.18
F 3.9082 0.7974 -0.1841 -0.16
C -2.9792 -6.1064 -4.4329 -1.53
H 5.1577 -1.6301 -3.2505 0.37
H 2.4077 4.0623 2.8954 -0.28
H 3.5919 -4.6574 5.2199 0.47
H 1.7689 -4.9033 -2.0289 0.14
H 3.2007 -0.5037 -4.3652 -0.06
H -1.1700 -0.7787 -3.2869 -0.19
H -3.2436 -3.4405 -4.1558 0.35
F 1.7354 -2.5651 0.0158 -0.01
H -3.7141 0.3747 0.5035 -0.08
H 0.3297 7.0940 -6.9233 0.40
H 4.1302 -3.0252 -2.9500 0.20
H -3.8976 -5.6732 -4.8251 0.33
H -5.4568 3.7307 -0.3354 0.35
C 0.0194 3.9185 4.3122 -1.25
H -0.3342 -6.9621 -0.7228 0.53
O -1.0816 -0.7102 1.5493 0.06
H -4.0479 -2.0544 2.5839 0.11
H 4.9314 5.1236 3.6619 0.31
H 2.1660 6.2011 -3.9210 0.24
H -3.5014 -1.1490 -2.4961 -0.09
H -5.2925 1.0790 -1.6129 0.33
C -1.4339 -0.2081 4.6821 2.43
S 0.0055 1.6965 -0.5116 0.09
H -2.4532 7.4327 -2.5850 0.38
C -1.3805 7.4153 -2.2476 -1.22
C -0.6082 -1.4394 4.8160 -1.44
H -0.4022 -6.1743 0.8289 0.21
H 1.8491 7.4403 -6.1319 0.38
H -5.4379 -0.2230 -3.9088 0.36
C -2.0008 -0.5107 -4.0040 -1.17
H 3.7239 -1.4218 -2.2517 0.04
O 0.4848 2.8404 0.3083 -1.41
F 0.2542 2.5379 -2.9156 -0.19
```

Kohn-Sham gap (spin up / spin down) in eV: 9.2 / 7.3
Highest occupied orbital energy (spin up / spin down) in eV: -9.31 / -9.31
<S²>: 2.004
Spin multiplicity: 3



(3)
A structure of composition C32H52N7O4ReS2SbSi, computed with the ωB97M-V functional and the def2-TZVPD basis.

Structure (XYZ):
```
100
Properties=species:S:1:pos:R:3:mulliken_charge:R:1
C 0.4635 -3.2691 0.3391 3.69
N -1.2990 -4.1483 -5.0050 1.12
C -3.3010 -2.7226 -4.8437 -0.58
H 0.0062 3.7517 -4.2771 0.50
H -1.2982 3.2625 -3.1623 0.31
H -3.7521 0.1277 -3.0666 0.50
N -0.6359 3.9696 2.9511 0.14
C -1.9643 -1.0326 -3.0738 0.42
H 3.1571 3.0714 -3.7844 0.44
H -1.3713 0.5141 2.6576 -0.44
C -1.8827 -0.4134 2.8940 -1.59
H -3.6030 -0.9997 0.9456 0.76
H 3.4002 -1.8681 3.4283 0.61
H 1.0980 2.8586 2.6541 0.40
O -0.1583 -4.3458 -4.6401 -0.61
C 5.3386 1.4087 1.3157 -0.49
H -2.3041 -3.5764 1.6452 0.34
C -0.2646 3.5904 -3.2337 -1.38
H -0.1190 4.5208 -2.6871 0.41
H 0.7997 -3.6653 3.6090 0.28
C -1.6141 2.6061 0.6808 -0.66
C -0.7228 -3.5871 -0.5869 -2.59
C 0.0326 2.7823 2.4421 -0.83
C 0.8578 -2.6527 3.9932 -1.82
H 1.5882 -2.6553 4.8102 0.56
H 2.6169 -2.9919 -0.0699 0.21
H -1.7527 2.5160 -0.3943 -0.06
O -1.9081 -4.8439 -5.7917 -0.65
Re 1.0846 0.5278 -0.1923 0.92
C 2.7500 -1.9196 2.5483 -1.82
H -0.5780 6.0405 2.6578 0.39
H -2.2937 -0.0598 0.2341 0.13
H -0.2918 -2.3719 -3.3082 0.46
H -0.0482 0.5155 -4.4545 0.36
C 1.3017 -1.6014 2.9571 2.74
H -0.2407 -4.5615 1.9824 0.33
H 0.3790 -0.0889 4.2522 0.34
H 1.4321 1.3047 -5.0385 0.62
H 2.0909 -0.3574 4.5244 0.71
H 3.1356 -1.2100 1.8158 0.11
H -1.6766 -3.1358 3.2283 0.29
C 1.3228 -0.2830 3.7467 -1.75
C -3.2709 -0.7565 -3.4625 -0.85
N -0.2519 5.0685 0.8333 0.04
S 2.6393 1.5209 1.0991 -0.36
C -1.2655 -0.0933 -2.1331 -0.58
H 1.8403 -4.3173 -0.9378 0.63
H -2.4861 3.0014 3.1054 0.35
H 1.4676 3.9186 0.5825 0.29
S 2.8245 -0.3762 -1.2734 -0.35
H -0.9567 -2.7554 -1.2413 0.30
H -0.4487 -4.4405 -1.2175 0.67
N 6.2624 1.7860 1.8865 -0.51
O -1.6383 1.0825 -2.0706 -0.64
C 0.9791 0.7732 -4.2027 -1.32
C 0.4018 3.8619 0.3577 0.03
H -2.9514 -0.1927 2.9981 0.63
H 2.7791 4.0648 -2.3619 0.37
H 1.5217 -4.4675 1.8596 0.41
C 1.6968 -3.2957 -0.5706 -1.42
C -2.2450 -2.7730 2.3728 -1.83
H 1.5665 0.5830 3.1418 -0.14
C 4.1922 0.9455 0.6020 0.17
H -0.3585 1.9107 2.9551 0.05
H 1.5528 -2.6578 -1.4411 -0.13
H -0.1062 -2.3983 4.4360 0.36
H -1.5265 -0.7586 3.8633 0.49
H 0.9870 5.2157 2.5153 0.35
H 2.8532 -2.9187 2.1253 0.25
H 1.5428 -0.1339 -3.9961 0.33
H -3.2672 -2.5810 2.7198 0.58
H 0.6036 -5.3841 0.6772 0.61
C 0.5949 -4.4749 1.2879 -2.15
C -1.6770 -1.4636 1.7973 3.17
O -0.2717 -0.5815 -1.4886 1.11
Si 0.2196 -1.5738 1.3197 -1.29
C 4.2643 0.0677 -0.4303 1.08
C 2.8679 3.0446 -2.7347 -1.18
H 3.6325 2.5224 -2.1619 0.26
H -1.8318 4.9011 -0.5342 0.29
H -2.0520 1.7338 1.1590 0.06
N -2.2840 3.7967 1.1808 0.19
H -2.1816 5.8689 0.9119 0.39
C -3.9403 -1.6039 -4.3326 -0.73
N -0.1476 2.6144 0.9659 1.03
H -4.9615 -1.3926 -4.6189 0.44
C -1.6859 4.9682 0.5463 -0.77
H -2.5143 -1.7495 -0.2187 0.31
C -0.0780 5.1451 2.2856 -0.71
C 5.4968 -0.4616 -0.9229 -0.43
C -2.5595 -1.0476 0.6119 -2.28
C -1.3107 -2.1466 -3.5828 0.34
Sb 0.9995 2.0421 -2.5050 0.84
H -1.6255 -3.8690 -0.0520 0.17
H -2.5670 4.7717 3.0113 0.34
C -2.0618 3.8851 2.6245 -0.70
H -3.7908 -3.3991 -5.5279 0.51
N 6.4821 -0.8833 -1.3381 -0.50
H 0.2644 3.8102 -0.7190 -0.87
C -1.9942 -2.9647 -4.4601 -0.50
```

Kohn-Sham gap (spin up / spin down) in eV: 6.9 / 6.9
Highest occupied orbital energy (spin up / spin down) in eV: -8.50 / -8.44
<S²>: 0.773
Spin multiplicity: 2